1.
Computed, not measured: a 2-piece molecular cluster, C4H10O3 overall at a distorted geometry, with ωB97M-V/def2-TZVPD.

Each line ends with the Mulliken charge.
Cartesian coordinates (Å):
C (1.9666, 1.7832, 0.8087)  -0.46
O (2.8146, 1.9193, 1.7965)  -0.84
C (1.3012, 0.3462, 0.7002)  -0.28
C (0.5894, 0.1203, -0.5606)  -0.19
C (-0.8756, -0.3526, -0.4165)  -0.53
O (-1.4160, -0.8025, -1.6963)  -0.51
H (1.1608, 2.6201, 0.6680)  0.13
H (2.5175, 1.8680, -0.2955)  0.09
H (0.4693, 0.4009, 1.5845)  0.11
H (2.1703, -0.3145, 1.1270)  0.26
H (0.5904, 0.9987, -1.2564)  0.19
H (1.1550, -0.6758, -1.1774)  0.17
H (-1.5715, 0.6457, -0.2001)  0.08
H (-1.0351, -1.1418, 0.3332)  0.41
H (-2.0659, -1.4967, -1.3087)  0.37
H (-3.5390, -3.3327, -0.9292)  0.13
O (-3.6164, -2.4861, -0.3172)  -1.13

- Largest force on an atom: 4.94 eV/Å
- Energy above the lowest of the compared OMol25 structures with the same formula, charge and spin: 1.635 eV
- Charge: -2
- HOMO level: 0.0 eV
- Frontier orbital gap: 6.85 eV

***

2.
Computed, not measured: C36H36ClN4O4PPtSTe as an isolated structure, with ωB97M-V/def2-TZVPD.

Each line ends with the Löwdin spin population.
Cartesian coordinates (Å):
Pt (0.7009, 0.4818, -0.4020)  1.36
C (-9.3027, 9.3044, -1.5310)  0.00
O (-8.6228, 8.5990, -2.5797)  0.07
C (-7.5265, 7.9112, -2.2964)  0.09
C (-6.9795, 7.8028, -1.0000)  0.02
C (-5.8361, 7.0707, -0.8175)  0.07
C (-5.2199, 6.4206, -1.9081)  0.05
C (-5.7939, 6.5207, -3.1954)  0.05
C (-6.9234, 7.2601, -3.3906)  0.01
N (-4.0925, 5.6417, -1.8080)  0.11
N (-3.5219, 5.7159, -0.6504)  -0.03
C (-2.5690, 4.7978, -0.3854)  0.15
C (-1.7335, 5.1495, 0.7103)  0.01
C (-0.6477, 4.4239, 1.0824)  0.08
C (-0.3003, 3.2325, 0.3788)  0.08
O (0.7478, 2.5965, 0.6185)  0.26
C (-1.2418, 2.7608, -0.6597)  0.06
N (-0.9701, 1.5497, -1.1913)  0.07
C (-1.7690, 1.0436, -2.1169)  0.02
C (-2.8879, 1.7346, -2.5711)  0.01
C (-3.1850, 2.9662, -2.0406)  0.02
C (-2.3457, 3.5242, -1.0565)  0.02
H (-10.1360, 9.8007, -2.0150)  0.00
H (-8.6378, 10.0410, -1.0811)  0.00
H (-9.6709, 8.6046, -0.7813)  0.00
H (-7.4534, 8.2852, -0.1594)  0.00
H (-5.4033, 6.9715, 0.1667)  0.00
H (-5.3123, 6.0060, -4.0161)  0.00
H (-7.3802, 7.3621, -4.3648)  0.00
H (-1.9860, 6.0678, 1.2240)  0.00
H (-0.0049, 4.7339, 1.8946)  0.00
H (-1.5203, 0.0484, -2.4646)  0.00
H (-3.5251, 1.2850, -3.3193)  0.00
H (-4.0617, 3.4996, -2.3651)  0.00
Te (2.5139, 1.9599, -1.8655)  0.87
C (2.3357, 1.3105, -3.7709)  0.10
C (1.4032, 0.4029, -4.2424)  0.07
C (1.4929, 0.2104, -5.6341)  0.02
C (2.4982, 0.9612, -6.1932)  0.10
S (3.3157, 1.9016, -5.0455)  0.02
H (0.6860, -0.0706, -3.5880)  0.00
H (0.8549, -0.4450, -6.2090)  0.00
H (2.7893, 0.9976, -7.2317)  0.00
C (-2.4514, -0.6655, 3.2228)  0.00
C (-1.1175, -0.0665, 2.8772)  0.00
O (-0.8944, 0.2959, 1.7269)  0.04
C (-0.0653, 0.0550, 3.9200)  0.00
C (-0.2624, -0.4603, 5.1996)  0.00
C (0.7384, -0.3548, 6.1543)  0.00
C (1.9330, 0.2717, 5.8312)  0.00
C (2.1326, 0.7944, 4.5577)  0.00
C (1.1375, 0.6878, 3.6023)  0.00
H (-3.0901, -0.6357, 2.3448)  0.00
H (-2.9213, -0.1221, 4.0435)  0.00
H (-2.3337, -1.6990, 3.5545)  0.00
H (-1.1916, -0.9489, 5.4603)  0.00
H (0.5857, -0.7564, 7.1466)  0.00
H (2.7109, 0.3620, 6.5782)  0.00
H (3.0630, 1.2924, 4.3178)  0.00
H (1.2734, 1.1058, 2.6146)  0.00
C (2.6831, -2.4267, -2.6234)  0.00
P (0.9176, -2.6073, -2.3801)  0.01
C (0.6803, -4.1669, -1.5447)  0.00
C (0.1596, -2.8074, -3.9871)  0.00
O (0.3209, -1.4599, -1.5940)  0.07
H (3.0446, -3.0785, -3.4190)  0.00
H (3.2058, -2.6849, -1.7005)  0.00
H (2.9109, -1.3924, -2.8844)  0.00
H (1.1006, -4.9848, -2.1319)  0.00
H (-0.3844, -4.3473, -1.3952)  0.00
H (1.1749, -4.1385, -0.5736)  0.00
H (0.6620, -3.5956, -4.5486)  0.00
H (0.2131, -1.8820, -4.5562)  0.00
H (-0.8883, -3.0811, -3.8567)  0.00
Cl (5.9039, -1.4093, 1.2661)  0.00
C (4.1967, -1.6166, 1.3320)  0.00
C (3.6308, -2.7054, 1.9723)  0.00
C (2.2490, -2.8020, 1.9868)  0.00
C (1.4946, -1.8274, 1.3625)  0.01
N (2.0501, -0.7763, 0.7427)  0.05
C (3.3822, -0.6727, 0.7335)  0.01
H (4.2563, -3.4478, 2.4491)  0.00
H (1.7542, -3.6239, 2.4849)  0.00
H (0.4145, -1.8678, 1.3482)  0.00
H (3.8161, 0.1952, 0.2558)  0.02

- Largest force on an atom: 0.98 eV/Å
- Energy above the lowest of the compared OMol25 structures with the same formula, charge and spin: 0.000 eV
- Charge: +2
- HOMO level (spin up / spin down): -11.8 / -12.7 eV
- Multiplicity: 5
- Frontier orbital gap (spin up / spin down): 6.46 / 5.60 eV

***

3.
Computed, not measured: C24H22BiBr2N11O2S as an isolated structure at a distorted geometry, with ωB97M-V/def2-TZVPD.

Each line ends with the Mulliken charge.
Cartesian coordinates (Å):
Bi (-0.2733, -1.0259, -0.1616)  1.96
N (-1.7665, 2.0276, -3.2257)  -0.26
C (-1.7238, 1.2902, -2.0985)  0.24
S (-2.3388, -0.3170, -2.0968)  -0.37
N (-1.3401, 2.0103, -0.9960)  -1.07
N (-1.1454, 1.2581, 0.1439)  0.42
C (-1.0944, 1.8213, 1.4015)  0.22
C (-1.1485, 3.2762, 1.6296)  0.49
C (-1.6881, 3.8199, 2.8707)  -0.33
C (-1.6275, 5.1513, 3.2317)  -0.71
C (-0.9702, 6.0768, 2.3943)  -0.37
C (-0.5810, 5.6475, 1.1899)  -0.80
C (-0.6433, 4.2588, 0.7944)  -0.02
C (-0.8562, 0.8690, 2.4519)  0.28
C (-0.0196, 0.9969, 3.5586)  -0.42
C (0.0652, -0.0724, 4.4533)  -0.60
C (-0.7919, -1.1542, 4.3606)  -0.71
C (-1.5993, -1.1954, 3.2069)  -0.39
N (-1.4570, -0.3716, 2.2104)  -0.56
H (-1.9866, 1.5751, -4.1269)  0.24
H (-1.7381, 3.0178, -3.2603)  0.25
H (-2.1492, 3.1037, 3.5576)  0.42
H (-2.2059, 5.4690, 4.0715)  0.41
H (-0.8186, 7.0886, 2.8126)  0.39
H (-0.1056, 6.3316, 0.4798)  0.36
H (-0.3433, 3.8614, -0.1622)  0.48
H (0.5269, 1.9897, 3.7072)  0.43
H (0.7820, -0.0401, 5.2587)  0.48
H (-0.7953, -2.0728, 5.0141)  0.39
H (-2.3851, -1.9566, 3.1317)  0.71
N (-1.3561, -3.3712, 0.6215)  -0.51
N (-0.2577, -4.3140, 0.8875)  -0.23
C (0.8854, -3.7479, 1.4451)  0.33
N (1.7966, -4.5467, 2.0151)  -0.37
N (0.9550, -2.3858, 1.3241)  -0.01
N (2.0297, -1.7168, 1.8055)  0.80
O (2.9371, -2.2313, 2.5072)  -0.70
O (2.0030, -0.4643, 1.4482)  -0.48
H (-1.8526, -3.0958, 1.4700)  0.18
H (-1.9821, -3.7613, -0.0467)  0.33
H (-0.5264, -5.2338, 1.2976)  0.29
H (2.0253, -5.5082, 1.7464)  0.26
H (2.6260, -3.9853, 2.3637)  0.30
Br (1.2137, -4.1782, -6.4821)  -0.07
C (0.7682, -3.4543, -4.7863)  -0.30
C (0.3910, -4.3112, -3.7068)  -0.66
C (0.3631, -3.7851, -2.4337)  -0.33
N (0.4870, -2.4634, -2.2001)  0.15
C (0.8215, -1.6244, -3.1717)  0.56
C (0.9627, -2.1191, -4.4888)  -0.75
C (1.2133, -0.2793, -2.8904)  0.74
C (1.2089, 0.7416, -3.8385)  -0.61
C (1.6081, 2.0408, -3.4792)  -0.31
Br (1.4943, 3.4752, -4.6735)  -0.04
C (2.0813, 2.2567, -2.1929)  -0.74
C (1.8886, 1.2379, -1.2329)  0.02
N (1.4995, 0.0438, -1.5788)  -0.35
H (0.0991, -5.3366, -3.8805)  0.45
H (0.3461, -4.4311, -1.5363)  0.33
H (1.2942, -1.4707, -5.2424)  0.59
H (0.6961, 0.5923, -4.7932)  0.51
H (2.2833, 3.2557, -1.8403)  0.51
H (2.2152, 1.4372, -0.2396)  0.56

- Largest force on an atom: 5.10 eV/Å
- Energy above the lowest of the compared OMol25 structures with the same formula, charge and spin: 1.829 eV
- Charge: +2
- HOMO level (spin up / spin down): -12.7 / -12.7 eV
- Frontier orbital gap (spin up / spin down): 5.89 / 5.89 eV

***

4.
Computed, not measured: one molecule with the formula C5H8O2 at a distorted geometry, with ωB97M-V/def2-TZVPD.

Each line ends with the Mulliken charge.
Cartesian coordinates (Å):
C (1.5793, 0.2569, -1.0070)  -1.30
C (0.9770, -0.5474, 0.0825)  1.03
O (1.6231, -1.4466, 0.5912)  -0.64
C (-0.3836, -0.2882, 0.6210)  0.65
O (-0.5337, -0.9321, 1.8041)  -0.68
C (-1.5737, -0.1637, -0.2879)  -0.80
C (-1.0641, 1.0341, 0.4249)  -0.70
H (2.4388, -0.2690, -1.4238)  0.35
H (0.8663, 0.4881, -1.7904)  0.35
H (1.9118, 1.2071, -0.5931)  0.32
H (0.2777, -1.6855, 1.7239)  0.43
H (-2.4794, -0.6136, 0.0854)  0.27
H (-1.4383, -0.2349, -1.3540)  0.24
H (-0.5674, 1.7993, -0.1440)  0.22
H (-1.6340, 1.3955, 1.2672)  0.27

- Largest force on an atom: 3.93 eV/Å
- Energy above the lowest of the compared OMol25 structures with the same formula, charge and spin: 1.435 eV
- HOMO level: -9.4 eV
- SMILES string: CC(=O)C1(O)CC1
- Frontier orbital gap: 10.32 eV

***

5.
Computed, not measured: C26H48ClN2NbO3PS2Yb as an isolated structure at a distorted geometry, with ωB97M-V/def2-TZVPD.

Each line ends with the Mulliken charge.
Cartesian coordinates (Å):
C (-4.3603, 0.3158, -0.7436)  -0.27
C (-5.3075, -0.4472, -1.8004)  0.21
C (-5.2286, -2.0554, -1.5170)  -0.90
C (-3.7699, -2.5343, -1.8722)  -0.31
N (-2.8861, -3.1117, -0.8631)  0.58
C (-2.0475, -4.2479, -1.3430)  -0.86
C (-0.9053, -3.5776, -2.2986)  -0.75
C (-0.0499, -2.6133, -1.3371)  1.04
C (-0.2799, -1.0439, -1.5632)  0.23
Nb (1.4869, 0.0713, -0.5790)  -1.09
C (-0.0550, 0.7521, 0.9708)  -0.13
C (0.3263, 2.0673, 1.7545)  0.37
C (1.1063, 2.0769, 3.1279)  0.29
C (1.4075, 3.4429, 3.8431)  -0.92
C (0.9218, 4.7966, 3.1974)  0.79
C (1.1526, 6.2287, 3.9001)  -1.07
C (0.1541, 4.7990, 1.8474)  -0.79
C (-0.1298, 3.4376, 1.1559)  -0.20
C (2.8920, -0.9397, -2.0857)  -0.35
Cl (2.0932, -1.2744, -3.7460)  -0.20
C (4.3550, -0.3030, -2.1915)  0.20
C (5.3557, -1.1018, -1.1705)  -1.03
N (1.1524, 1.8034, -1.7208)  0.73
C (-0.2318, 2.0172, -2.2213)  -0.88
C (2.1897, 2.2862, -2.6080)  0.23
C (3.3339, 3.3794, -2.2293)  -1.00
O (2.2184, 1.9659, -3.8439)  -0.52
P (3.4725, 1.1151, 0.7559)  0.36
O (3.6676, 0.3539, 2.2709)  -0.45
O (3.3244, 2.8002, 0.8936)  -0.47
C (-3.3791, -3.2659, 0.4934)  -0.34
S (-4.5335, -4.3556, 1.0438)  -0.09
S (-2.6164, -2.1522, 1.8097)  -0.19
C (-1.2394, -3.1328, 2.6318)  -0.53
C (-0.4950, -2.2537, 3.7731)  -0.40
C (1.1049, -2.4612, 3.6921)  -0.87
H (-4.1329, -0.4462, 0.0953)  -0.07
H (-4.9552, 1.1948, -0.2915)  0.44
H (-3.3882, 0.6523, -1.2460)  -0.12
H (-4.9300, -0.2316, -2.8958)  0.00
H (-6.4161, -0.0945, -1.7694)  0.15
H (-5.6720, -2.2793, -0.5017)  0.31
H (-5.9585, -2.5148, -2.2970)  0.28
H (-3.2129, -1.6320, -2.3529)  0.04
H (-3.8517, -3.2982, -2.7451)  0.34
H (-1.5283, -4.7653, -0.4486)  0.41
H (-2.6226, -5.0680, -1.8992)  0.38
H (-0.2180, -4.4448, -2.6260)  0.35
H (-1.3975, -3.0485, -3.1799)  0.29
H (1.0482, -2.9211, -1.4122)  0.18
H (-0.3569, -2.8243, -0.2403)  -0.88
H (-1.2596, -0.7731, -0.9981)  -0.33
H (-0.4489, -0.7200, -2.6432)  0.42
H (1.7375, -1.3960, 0.4821)  0.31
H (-0.1790, -0.0856, 1.7646)  -0.13
H (-1.1031, 0.9028, 0.5240)  -0.11
H (1.4682, 1.1023, 3.6225)  0.42
H (1.9763, 3.5096, 4.8383)  0.28
H (2.1095, 6.7232, 3.5057)  0.26
H (0.2423, 6.8936, 3.6495)  0.31
H (1.2252, 6.0535, 5.0399)  0.33
H (-0.2326, 5.7402, 1.3122)  0.26
H (-0.7200, 3.4027, 0.1669)  0.13
H (3.0699, -2.0190, -1.6948)  0.55
H (4.7747, -0.5149, -3.2403)  0.47
H (4.4526, 0.8027, -1.9537)  -0.26
H (6.1219, -1.7441, -1.7247)  0.29
H (5.9133, -0.2907, -0.5708)  0.27
H (4.7683, -1.7189, -0.3876)  0.24
H (-0.3308, 1.6743, -3.3236)  0.40
H (-1.0620, 1.6146, -1.5558)  -0.14
H (-0.3891, 3.1678, -2.2665)  0.35
H (2.8480, 4.2589, -1.6490)  0.29
H (3.7498, 3.8618, -3.1916)  0.31
H (4.1488, 2.9561, -1.5565)  0.21
H (3.9878, 0.9908, 2.9626)  0.38
H (2.5335, 3.1573, 0.4257)  0.26
H (-1.7134, -4.0639, 3.1186)  0.49
H (-0.5019, -3.5226, 1.8398)  0.24
H (-0.8571, -2.6646, 4.7761)  0.37
H (-0.7723, -1.1335, 3.6976)  0.30
H (1.3398, -3.5331, 4.0028)  0.39
H (1.4889, -2.1863, 2.6524)  0.00
H (1.5998, -1.7485, 4.4462)  0.28
Yb (-6.5939, 0.1860, -3.6881)  0.65

- Largest force on an atom: 4.84 eV/Å
- Charge: +1
- HOMO level: -8.1 eV
- Frontier orbital gap: 1.46 eV

***

Look up the largest force on an atom of the first one.
4.94 eV/Å